# C3H5N

A cluster of 2 separate species, C3H5N in total at a distorted geometry (ωB97M-V/def2-TZVPD, the Open Molecules 2025 dataset).

XYZ file:
```
9
Properties=species:S:1:pos:R:3:forces:R:3:lowdin_charge:R:1
C 0.6692 1.2927 0.5713 0.540 -2.678 1.398 -0.136
C -0.1144 0.1567 0.5175 -4.491 -1.215 -0.653 -0.365
C -0.2020 -0.8356 -0.7131 0.896 0.345 2.738 -0.081
N 1.1232 0.3594 1.3317 -0.952 1.209 -0.916 0.169
H 0.8349 2.1925 0.1304 0.891 2.612 -0.638 0.083
H -1.6346 0.3432 1.1549 3.969 -0.728 -1.356 0.192
H 0.5752 -0.8444 -1.4349 1.119 0.871 -0.500 0.057
H -1.1007 -0.8407 -1.2246 -2.017 0.715 -0.835 0.032
H -0.1509 -1.8238 -0.3332 0.044 -1.130 0.763 0.049
```
Forces are in eV/Å.

## Properties
Energy in eV: -4677.284
2S+1: 1
Orbital gap in eV: 10.603
F_max in eV Å⁻¹: 4.698
LUMO energy in Eh: 0.0355
E_HOMO in eV: -9.6370